{"formula": "CH4ClN2P", "method": "wB97M-V/def2-TZVPD", "total_charge": 0, "lumo_ev": [-1.3, -0.8], "homo_energy_ev": [-9.0, -8.9], "largest_force_ha_per_bohr": 0.157, "e_tot_ev": -25889.53252, "gap_ev": [7.69, 8.06], "species": ["H", "N", "H", "C", "P", "H", "N", "Cl", "H"], "xyz": [[2.50526, 0.14706, 0.82454], [0.57173, 0.51593, 0.00773], [1.20494, -1.36686, 0.66165], [1.59874, -0.35105, 0.14693], [-2.01685, 0.78038, 0.10720], [2.19862, -0.40124, -0.74879], [-0.74659, -0.21744, 0.17271], [-3.45123, -0.66435, -0.14643], [-1.86461, 1.55758, -1.02555]], "forces_ev_per_a": [[-2.44, -1.01, -1.04], [-7.74, -0.85, -0.02], [1.47, 1.97, -1.53], [2.87, -2.49, 3.91], [-1.58, 0.99, 1.84], [-0.19, -0.65, -0.80], [7.87, 1.79, -0.68], [-0.07, 0.39, -0.56], [-0.19, -0.14, -1.12]]}

---

{"formula": "C5H11NO2", "method": "wB97M-V/def2-TZVPD", "total_charge": 0, "lumo_ev": 0.5, "homo_energy_ev": -7.8, "largest_force_ha_per_bohr": 0.091, "e_tot_ev": -10945.23008, "gap_ev": 8.24, "species": ["C", "H", "H", "H", "H", "H", "C", "H", "H", "N", "O", "H", "H", "C", "C", "C", "H", "O", "H"], "xyz": [[1.11943, -0.02498, 0.70043], [-2.01795, -1.78458, 0.38341], [-1.73622, 1.63729, -1.63775], [0.56411, -0.48832, 1.57636], [-1.83421, 0.79025, 1.49713], [1.59088, 1.41540, 1.87187], [-1.60641, -0.01695, 0.81525], [2.94766, -1.10089, 0.37217], [-0.72847, 2.28595, -0.31848], [1.64196, 1.17405, 0.87743], [-1.03578, -0.95054, -1.23305], [0.03206, 1.51714, -1.71091], [-0.42473, -0.84632, -1.97825], [-0.83265, 1.47737, -1.04452], [-0.86482, 0.13748, -0.35439], [1.92540, -1.09749, -0.00954], [1.47060, -2.08122, 0.12515], [-2.18584, -1.18792, 1.14208], [1.97498, -0.85568, -1.07441]], "forces_ev_per_a": [[2.12, 0.64, 4.15], [-0.19, 0.14, 0.38], [0.02, -0.13, 0.09], [0.71, 0.43, -0.83], [0.37, -0.02, 0.06], [-0.95, 0.49, -0.46], [0.57, -0.03, -2.17], [-0.26, 0.14, 0.13], [0.06, -0.11, -0.08], [0.07, -1.83, -0.56], [0.70, 0.08, 0.14], [0.07, 0.19, 0.00], [-0.17, -0.12, 0.31], [0.71, -0.11, 0.25], [-3.56, 0.23, 0.63], [-1.05, 0.35, -1.44], [0.05, 0.11, -0.13], [0.51, -0.18, -0.34], [0.24, -0.27, -0.14]]}

---

{"formula": "C12H14NO2", "method": "wB97M-V/def2-TZVPD", "s2": 0.767, "total_charge": -2, "lumo_ev": [6.1, 5.8], "homo_energy_ev": [3.4, -0.6], "largest_force_ha_per_bohr": 0.084, "e_tot_ev": -18252.36949, "multiplicity": 2, "gap_ev": [2.61, 6.45], "species": ["C", "H", "C", "C", "H", "H", "C", "H", "C", "O", "H", "H", "H", "C", "H", "C", "C", "H", "C", "H", "N", "H", "H", "C", "H", "H", "C", "C", "O"], "xyz": [[2.69483, 0.30065, -1.33742], [2.61227, 0.90767, 0.70890], [-0.31904, 2.40589, 0.02552], [-0.69046, 2.24636, 1.55383], [0.73598, 2.64603, -0.16182], [0.71951, -1.62598, -3.60064], [-2.19060, 1.43855, 1.59012], [-0.57722, -2.11437, -2.21734], [1.30636, -0.68104, 0.22184], [-2.49072, 0.92618, 2.73293], [3.35910, 0.96787, -1.81553], [1.04651, 0.15631, -3.74397], [-1.44791, -1.83068, 1.85106], [0.47129, -1.00109, 1.31886], [0.50026, -0.49527, 2.21146], [-0.68426, -1.72068, 1.12619], [0.90519, -1.17113, -1.04881], [2.35528, -1.26801, -4.10462], [-1.03521, -2.27727, -0.10110], [-0.84859, 3.19905, 2.06458], [2.43388, 0.12484, 0.08146], [0.06752, 1.67688, 2.05576], [-0.58703, 1.49643, -0.43635], [-0.24931, -1.97708, -1.22305], [-1.82558, -2.94333, -0.05062], [-0.88643, 3.23766, -0.19690], [1.47031, -0.88132, -3.42205], [1.83576, -0.53600, -1.99724], [-2.92803, 1.35392, 0.59528]], "forces_ev_per_a": [[-0.64, -1.09, 0.53], [-0.29, -0.52, -0.22], [1.29, -0.11, 3.06], [-1.91, -1.10, -1.87], [-0.02, -0.14, 0.12], [-0.46, -0.25, 0.65], [0.11, -0.86, 2.40], [-0.54, -0.51, -0.88], [-1.22, -0.60, 0.02], [1.04, 1.10, -1.05], [0.83, 0.76, 0.30], [0.68, -1.82, -0.65], [-0.19, 0.07, 1.20], [1.44, 0.72, -1.15], [0.62, 1.22, 2.10], [-1.02, -1.60, -1.82], [2.23, 1.67, -0.01], [-1.30, 1.21, 1.08], [2.18, 1.50, 0.80], [0.11, 0.06, -0.05], [0.04, 0.55, -0.66], [0.03, -0.44, 0.56], [-0.40, -0.72, -0.95], [0.43, -0.17, 0.34], [-1.82, -0.98, -0.63], [-1.40, 1.52, -1.61], [2.23, 2.71, -1.53], [-3.02, -3.06, 0.41], [0.96, 0.88, -0.49]]}

---

{"formula": "C31H21AlCl4F5N3O7S2", "method": "wB97M-V/def2-TZVPD", "total_charge": 0, "lumo_ev": 0.1, "homo_energy_ev": -8.6, "largest_force_ha_per_bohr": 0.002, "e_tot_ev": -143237.67389, "gap_ev": 8.64, "species": ["C", "H", "O", "O", "C", "C", "F", "C", "C", "C", "C", "H", "C", "O", "C", "C", "C", "H", "H", "C", "C", "F", "N", "F", "O", "C", "C", "C", "Cl", "Al", "H", "C", "O", "C", "H", "H", "H", "H", "Cl", "F", "C", "H", "S", "H", "H", "C", "C", "C", "H", "C", "O", "F", "N", "C", "C", "H", "H", "H", "C", "C", "N", "C", "C", "H", "H", "H", "H", "C", "Cl", "C", "H", "O", "S", "Cl"], "xyz": [[2.87625, 4.67839, 3.84550], [1.66568, 5.25305, 2.15905], [-1.07084, 4.72048, 2.53154], [-4.10713, -2.56750, -2.47677], [-1.80209, 5.18570, 0.25703], [-2.33924, 6.20004, -1.89198], [4.24492, -2.38212, 0.07634], [2.56370, 0.04478, 2.15200], [1.20111, 3.07200, 4.61416], [-1.10599, 5.80204, -2.37503], [-2.19205, 4.85452, 1.68643], [0.75727, 4.82319, -1.95158], [5.31388, 2.89126, -0.23583], [2.09970, 2.85961, -1.86474], [-2.43093, 1.53791, 0.79724], [-0.21018, 5.11913, -1.57136], [1.24824, -0.30859, 1.92074], [3.24922, 5.16833, -1.34957], [-3.03249, 6.74638, -2.51471], [1.16887, 1.95023, -2.39134], [0.43731, 1.17974, -1.30233], [4.84881, -0.36329, 1.79240], [-2.51187, 0.90256, -0.35744], [1.68548, -3.02961, -0.39266], [-0.19914, 0.13576, -1.76202], [0.90156, -1.34964, 1.07109], [-0.56714, 4.81793, -0.26701], [3.26735, -1.70283, 0.68087], [7.35508, 1.14652, 0.08562], [-1.50905, -0.67590, -0.83364], [0.14508, 4.28232, 0.34309], [1.79045, 4.63046, 3.03360], [-2.28207, -1.37060, -2.38645], [3.73918, 1.07457, -1.61274], [2.65014, 4.61874, 0.21198], [1.60380, 1.26591, -3.11995], [-3.15094, 3.22099, 2.75395], [5.36040, -0.30990, -1.33067], [-0.67746, 6.17038, -4.01492], [0.29573, 0.38481, 2.55587], [-2.66307, 5.88557, -0.58324], [-4.21979, 4.13066, 1.70167], [-0.78015, -1.86478, 0.88167], [-1.11602, 2.80726, 3.35721], [4.28623, 5.27888, 0.07994], [4.06846, 3.29013, -0.68844], [1.94262, -2.02742, 0.44914], [3.29105, 2.36858, -1.39837], [3.13408, 0.34366, -2.13060], [4.99922, 0.69480, -1.16030], [0.40813, 1.56439, -0.14881], [2.86406, 1.06017, 2.96082], [-3.12045, 2.68308, 0.74420], [3.53779, 4.66886, -0.42349], [-3.22235, 3.70462, 1.78172], [3.75177, 5.29896, 3.74660], [-1.87638, 1.18936, 1.65340], [-0.27673, 2.91967, 1.79764], [-3.66938, 2.78541, -0.51732], [3.58019, -0.66883, 1.54393], [-3.30930, -1.96974, -1.83500], [-0.47220, 3.44294, 2.74047], [0.80755, 3.69136, 3.46896], [5.93482, 3.58719, 0.31333], [-3.50042, 1.37967, -2.20647], [-4.28317, 3.62149, -0.80054], [-2.71180, 5.72745, 2.08698], [-3.28351, 1.67946, -1.19574], [0.33440, 1.88549, 5.50396], [5.77868, 1.60712, -0.48287], [0.41856, 2.54660, -2.91543], [-3.32801, -1.81406, -0.58826], [2.73732, 3.59483, 5.16395], [-4.23251, 6.39270, -0.00709]], "forces_ev_per_a": [[0.00, 0.02, -0.02], [-0.01, 0.00, 0.03], [0.00, 0.01, -0.01], [0.00, -0.01, 0.00], [-0.02, -0.01, -0.01], [0.00, -0.01, 0.01], [0.00, 0.01, 0.00], [-0.01, 0.00, 0.00], [-0.03, 0.03, 0.02], [0.03, 0.01, -0.04], [0.00, 0.00, 0.02], [0.01, -0.01, 0.00], [0.01, 0.01, -0.02], [-0.03, 0.04, -0.05], [-0.01, 0.04, 0.00], [-0.02, -0.01, 0.02], [-0.01, 0.01, 0.01], [0.01, 0.00, 0.00], [0.00, 0.00, 0.00], [0.02, -0.01, 0.05], [-0.04, 0.02, -0.05], [0.01, 0.00, -0.01], [-0.01, -0.04, 0.01], [-0.01, 0.00, 0.00], [0.07, -0.01, 0.09], [0.00, 0.01, -0.02], [0.02, 0.00, -0.02], [0.01, 0.00, -0.01], [0.00, 0.00, 0.00], [-0.05, 0.03, -0.04], [0.00, -0.01, 0.02], [0.01, -0.03, -0.01], [0.00, 0.00, -0.07], [0.01, 0.01, 0.00], [0.02, 0.00, -0.06], [0.00, -0.01, 0.00], [0.01, 0.02, 0.01], [0.00, 0.00, 0.00], [-0.01, 0.00, 0.02], [0.01, 0.02, -0.01], [-0.01, 0.01, 0.02], [0.00, -0.01, -0.01], [0.02, -0.02, 0.03], [0.01, -0.02, -0.02], [0.00, 0.00, 0.01], [0.00, -0.01, 0.00], [0.00, 0.01, 0.00], [-0.02, 0.00, 0.05], [0.00, 0.00, -0.01], [-0.02, -0.01, 0.00], [0.04, -0.03, 0.00], [0.00, 0.01, 0.03], [0.05, -0.01, 0.02], [-0.01, 0.00, 0.00], [-0.02, 0.00, -0.01], [0.00, 0.00, 0.00], [0.00, -0.01, 0.00], [0.01, 0.04, 0.00], [-0.01, 0.01, 0.00], [0.00, 0.00, -0.01], [0.00, 0.02, 0.03], [-0.02, -0.03, 0.04], [0.02, -0.03, -0.03], [0.00, 0.00, 0.00], [-0.01, 0.01, 0.00], [-0.01, 0.00, -0.01], [0.01, 0.01, 0.01], [-0.02, -0.02, 0.00], [0.00, 0.00, -0.02], [0.01, 0.00, 0.01], [-0.01, -0.01, 0.00], [-0.02, -0.01, 0.01], [0.02, -0.02, 0.00], [0.01, 0.00, 0.00]]}

---

{"formula": "C11H15N", "method": "wB97M-V/def2-TZVPD", "s2": 0.772, "total_charge": -1, "lumo_ev": [3.5, 3.4], "homo_energy_ev": [0.7, -3.0], "largest_force_ha_per_bohr": 0.107, "e_tot_ev": -13137.27080, "multiplicity": 2, "gap_ev": [2.76, 6.45], "species": ["H", "H", "C", "H", "H", "C", "C", "H", "H", "H", "C", "C", "H", "H", "C", "H", "H", "H", "N", "C", "C", "H", "H", "C", "C", "H", "C"], "xyz": [[-1.59768, -2.09875, 0.88648], [0.12225, -0.34321, 1.93566], [0.38537, 3.08669, -0.15192], [-2.49534, 2.27087, -1.89804], [2.40725, -3.30504, 1.03001], [-0.76274, 3.11157, -1.01647], [-0.36190, 0.84511, 0.30158], [1.21287, 1.86103, 1.42303], [2.73990, -1.47358, -1.09013], [-4.18802, -0.76239, -0.89630], [3.02672, -2.39979, 0.97720], [2.75261, -1.23068, -0.06649], [3.06172, -1.88900, 2.06125], [3.72576, -0.59506, -0.00311], [-1.36832, -1.06758, 0.63621], [-3.32398, -2.22674, -0.51533], [4.07715, -2.72499, 0.85843], [-2.96474, -1.47107, -2.02448], [-0.34386, -0.33587, 1.09148], [0.51954, 1.91923, 0.62349], [-1.73120, 2.09072, -1.11667], [0.63533, 4.05282, 0.28768], [1.98108, -0.55434, 0.31915], [-1.53447, 0.86258, -0.57625], [-2.04452, -0.47160, -0.43816], [-0.74469, 4.05066, -1.70803], [-3.18609, -1.20158, -0.93027]], "forces_ev_per_a": [[0.47, 0.14, 0.38], [0.78, -0.35, 1.73], [-2.42, 0.51, -0.71], [0.26, -0.26, 0.51], [-0.21, 0.58, -0.29], [1.50, 1.59, -0.28], [0.47, 0.39, 2.07], [0.61, -0.31, 0.67], [-0.78, -0.64, -1.14], [0.20, 0.44, 0.00], [1.02, 1.80, 1.49], [2.49, 0.85, 2.99], [-0.39, -1.19, -2.25], [-1.48, -0.83, 0.01], [-2.25, -2.08, -0.74], [0.42, 0.75, 0.31], [-0.45, -0.14, -0.10], [-0.75, 0.49, 0.91], [-0.06, 2.37, -3.49], [-1.42, -1.08, -0.80], [-0.87, 3.61, -3.46], [0.72, -0.06, -0.57], [-0.13, -0.43, -0.81], [3.22, -3.47, 2.83], [1.02, 0.96, 2.63], [-0.83, -1.65, 1.31], [-1.16, -2.00, -3.21]]}

---

{"formula": "C4H4N2", "method": "wB97M-V/def2-TZVPD", "total_charge": 0, "lumo_ev": 0.9, "homo_energy_ev": -10.3, "largest_force_ha_per_bohr": 0.028, "e_tot_ev": -7188.54743, "gap_ev": 11.20, "species": ["H", "C", "N", "H", "H", "N", "C", "H", "C", "C"], "xyz": [[-2.62586, -0.05412, 0.06455], [-0.99140, 1.47183, 0.03940], [1.59059, 1.30228, -0.02599], [2.81927, -0.54000, -0.06603], [-1.37122, -1.88868, -0.00125], [0.83454, -1.77011, -0.03339], [-0.31766, -1.73355, -0.01432], [-0.41045, 2.36235, 0.03728], [2.20187, 0.32846, -0.04619], [-1.72967, 0.52155, 0.04594]], "forces_ev_per_a": [[0.22, -0.23, -0.01], [-0.94, -0.13, 0.02], [0.98, -0.53, -0.03], [-0.06, 0.07, 0.00], [0.11, 0.09, 0.00], [-1.31, -0.35, 0.02], [1.16, -0.84, -0.04], [0.10, -0.23, -0.01], [0.13, 0.96, 0.00], [-0.39, 1.19, 0.03]]}